[1]
C28H69NO22P5 | ωB97M-V/def2-TZVPD

```
125
Properties=species:S:1:pos:R:3:forces:R:3
C 4.68570 0.73782 -1.81594 0.007 -0.735 0.638
C 5.56508 -0.03005 -2.76735 0.151 -0.150 -0.264
C 6.49154 -1.06428 -2.16996 0.132 1.103 0.176
C 5.50797 0.18989 -4.08440 -0.450 0.413 0.370
C 4.23011 0.70956 -4.69906 0.301 0.237 -0.471
C 4.24011 2.10577 -5.33482 0.581 0.023 0.301
C 4.92215 3.21590 -4.52182 -0.119 1.081 -0.634
C 5.58702 4.17730 -5.52850 -0.433 -0.006 0.050
C 3.94366 4.06886 -3.66357 0.593 -0.803 0.249
C 2.78166 3.28975 -3.02053 -0.132 0.820 -0.062
C 1.33994 3.59767 -3.46642 -1.046 -0.217 0.908
C 0.77927 2.65590 -4.54774 -0.248 0.657 -0.010
N 1.13704 4.97258 -3.87651 1.185 -0.089 -1.231
C 0.46880 3.29305 -2.18584 -0.176 -0.603 0.406
O -0.21462 4.21417 -1.69639 0.079 0.150 -0.043
O 0.52643 2.10569 -1.75096 0.213 0.106 -0.192
H 5.03972 0.55425 -0.80104 -0.032 -0.001 0.116
H 4.72647 1.80911 -1.97751 -0.064 0.055 -0.210
H 3.64498 0.41124 -1.82059 -0.123 0.088 -0.034
H 6.01050 -1.49527 -1.29386 -0.075 -0.227 -0.024
H 6.72932 -1.83008 -2.89766 0.229 -0.114 0.035
H 7.39364 -0.57390 -1.79693 0.247 -0.259 -0.005
H 6.37110 -0.02079 -4.70704 -0.232 -0.712 -0.278
H 3.44491 0.60209 -3.95912 -0.123 0.062 0.016
H 3.98564 0.00205 -5.49770 -0.146 -0.060 -0.026
H 4.78377 2.02732 -6.27925 0.011 -0.094 -0.096
H 3.23676 2.44229 -5.59454 -0.147 -0.140 0.015
H 5.73203 2.86223 -3.88276 -0.162 -0.585 0.039
H 6.21724 4.91638 -5.03559 0.115 0.036 0.004
H 6.14265 3.64788 -6.30168 0.318 -0.029 0.123
H 4.78920 4.71676 -6.04357 0.023 0.112 -0.111
H 3.62466 4.92962 -4.24694 -0.392 -0.065 -0.061
H 4.54339 4.46715 -2.84158 0.042 0.236 -0.025
H 2.80358 3.49569 -1.95016 0.076 -0.046 0.103
H 2.91018 2.22359 -3.10778 0.039 -0.079 0.044
H 1.24959 1.67943 -4.52931 0.024 -0.101 -0.066
H 0.83694 3.13232 -5.52829 0.356 -0.162 -0.153
H -0.28431 2.52733 -4.34711 -0.084 -0.204 -0.053
H 0.17471 5.14675 -4.11090 -0.181 0.111 0.442
H 1.48089 5.62577 -3.19202 -0.420 0.044 0.294
C 2.68479 -4.57346 2.66444 0.187 0.080 0.074
O 2.85574 -3.16843 2.89443 -1.284 -2.485 -2.356
P 2.55771 -2.07042 1.63989 2.476 6.699 3.885
O 3.94478 -1.52557 1.51297 0.371 -1.451 -0.537
O 1.66547 -1.23300 2.73404 -0.382 -0.095 0.010
C 2.05801 -1.08100 4.08602 -0.163 -0.017 0.055
O 1.88833 -1.20944 0.43171 -1.037 -2.498 -0.811
C 1.29331 0.08395 0.70047 -0.578 0.368 -0.494
H 2.94710 -5.09226 3.58400 0.022 0.046 0.028
H 1.64796 -4.80935 2.41248 0.011 -0.045 0.031
H 3.34358 -4.91948 1.86448 -0.002 -0.048 0.024
H 3.14152 -1.00259 4.18192 0.018 -0.043 -0.030
H 1.69162 -1.91251 4.68840 0.088 -0.028 0.055
H 1.60074 -0.16041 4.44961 -0.007 0.046 -0.079
H 2.01131 0.70706 1.23119 0.048 -0.160 0.105
H 0.37330 -0.00642 1.26901 0.051 -0.007 0.072
H 1.05711 0.54778 -0.26054 0.168 -0.247 -0.148
C -2.53546 -0.09122 4.15256 0.034 0.073 0.017
O -3.30744 0.99055 3.59237 2.556 -0.808 0.094
P -2.45324 2.26740 3.00276 -3.008 3.097 -1.689
O -2.76254 3.41632 3.86786 0.294 -0.451 0.676
O -3.24794 2.32164 1.60591 0.071 0.003 -0.092
C -4.66250 2.39052 1.57119 -0.071 -0.024 -0.035
O -1.01458 2.37950 2.41635 0.340 -1.754 0.981
C -0.73039 2.93175 1.08545 0.271 -0.010 -0.508
H -3.22397 -0.84879 4.51884 -0.048 0.029 -0.005
H -1.89084 -0.54223 3.39586 0.002 0.002 0.011
H -1.92560 0.26352 4.98617 -0.015 -0.028 0.008
H -5.05615 2.97864 2.40244 0.041 -0.013 0.037
H -5.09050 1.38621 1.58865 -0.020 -0.006 0.076
H -4.94075 2.86933 0.63452 0.040 0.019 -0.010
H -1.15789 3.92413 0.99467 -0.098 -0.031 0.090
H -1.09311 2.28542 0.29675 -0.073 -0.030 0.032
H 0.34955 2.98851 1.00171 0.004 -0.040 0.158
C -5.86421 -0.44218 4.65408 0.061 -0.044 -0.221
O -7.15446 0.09355 4.27457 1.008 -1.565 2.036
P -8.49372 -0.38002 5.04731 -3.528 2.911 -1.981
O -9.31235 -1.14394 4.09129 0.687 -0.511 0.237
O -9.02001 1.13321 5.26238 -0.303 -0.026 0.008
C -9.10671 2.03361 4.16169 0.065 0.106 -0.009
O -8.87079 -0.84105 6.52158 2.131 -0.657 -0.020
C -9.84217 -0.15606 7.32082 -0.048 0.035 0.361
H -5.12240 0.00388 3.99757 -0.265 0.045 0.004
H -5.62419 -0.17731 5.68511 -0.026 0.026 -0.014
H -5.85231 -1.52806 4.53610 -0.024 0.018 -0.003
H -9.38605 1.51582 3.24386 0.021 -0.052 0.009
H -8.15765 2.54996 4.02452 0.047 -0.055 -0.058
H -9.87212 2.76859 4.40332 -0.028 -0.039 0.035
H -10.78243 -0.08344 6.77918 0.032 0.041 -0.052
H -9.49564 0.82976 7.61502 0.024 0.037 -0.118
H -9.97790 -0.76294 8.21350 0.049 -0.105 -0.081
C -11.12706 -4.27152 -1.45388 -0.073 -0.034 -0.079
O -12.18964 -3.60941 -0.74182 2.084 -1.144 0.599
P -12.30450 -3.79929 0.86866 -3.425 2.329 1.304
O -13.53370 -4.55801 1.13913 0.271 -0.555 -0.344
O -12.45325 -2.22679 1.18711 0.002 0.004 0.167
C -13.44830 -1.45007 0.53735 -0.020 0.095 -0.052
O -11.22746 -4.10368 1.97193 1.084 -0.687 -1.503
C -11.03750 -3.26052 3.13435 0.096 0.025 0.111
H -11.24157 -4.03426 -2.50774 -0.073 0.039 0.013
H -10.15155 -3.91824 -1.11643 -0.020 0.003 0.008
H -11.19220 -5.35329 -1.32414 0.001 0.011 -0.016
H -14.35607 -2.02844 0.36144 0.023 -0.051 -0.005
H -13.06496 -1.06217 -0.40659 -0.025 -0.063 -0.057
H -13.68238 -0.60996 1.18882 0.017 -0.026 0.041
H -11.98486 -3.14868 3.65802 -0.040 -0.010 -0.074
H -10.63088 -2.29932 2.86604 -0.048 0.036 -0.126
H -10.32269 -3.76938 3.77382 0.002 -0.133 -0.123
C 11.91781 -1.73627 -4.71772 -0.123 0.122 -0.028
O 11.82140 -1.49124 -3.30042 0.062 -2.196 -1.642
P 11.39475 -2.70366 -2.29794 0.359 2.032 4.544
O 10.07643 -2.37557 -1.74869 -0.372 -0.211 -0.770
O 12.61078 -2.39403 -1.27124 -0.046 -0.069 0.182
C 12.80988 -1.07902 -0.76660 0.069 0.061 0.014
O 11.60925 -4.28005 -2.24079 0.114 0.281 -2.246
C 12.27788 -4.93230 -1.15623 0.176 -0.306 0.033
H 12.19051 -0.79857 -5.19293 -0.013 0.045 0.072
H 12.68711 -2.47966 -4.93361 -0.001 0.014 0.018
H 10.95867 -2.07003 -5.11654 0.007 0.022 -0.010
H 11.86264 -0.56028 -0.61839 -0.031 -0.021 -0.040
H 13.44475 -0.50874 -1.44430 -0.060 0.044 -0.053
H 13.31807 -1.17195 0.19162 -0.026 -0.049 0.009
H 11.80702 -4.66010 -0.21455 0.018 0.069 -0.010
H 13.33692 -4.69328 -1.13542 -0.019 0.122 0.005
H 12.16131 -5.99999 -1.33007 -0.115 0.038 -0.076
```
Positions in Å, forces in eV/Å.

As for the charge: -1. The value obtained for the electronic energy is -4525.2506 hartree. The calculation puts the HOMO energy at -4.483 eV.

=====

[2]
C28H72F4HgN6O20S4 | ωB97M-V/def2-TZVPD

```
135
Properties=species:S:1:pos:R:3:forces:R:3
Hg 9.43295 15.77584 3.74351 0.353 -0.198 0.702
N 11.49166 15.88965 3.09983 -0.175 -1.069 -4.423
S 12.82970 16.43761 3.50436 4.026 3.867 7.276
O 13.11764 17.81739 3.08932 -0.026 -2.895 0.015
O 13.78591 15.40155 3.73839 0.706 0.809 -1.447
F 12.35807 16.64374 5.03730 -0.162 0.678 0.297
S 11.97196 15.70353 1.47226 -7.810 -0.213 -5.105
O 12.87980 14.72465 1.02909 1.257 -0.119 1.119
O 11.64082 16.82940 0.61301 1.920 -0.375 1.915
F 10.50296 14.96164 1.24799 0.731 -0.588 0.143
N 7.70206 14.51769 3.45844 -5.908 1.067 0.572
S 6.06885 15.14204 3.58235 -2.615 3.109 1.391
O 5.12088 14.47104 4.53351 3.118 1.027 -3.190
O 5.52953 15.88716 2.42266 1.483 -2.490 2.143
F 6.62392 16.33990 4.46575 -0.019 0.553 0.389
S 7.25867 13.06060 3.04698 3.225 -5.711 -3.679
O 6.44448 12.94526 1.81466 0.680 0.828 3.341
O 7.15860 12.01594 4.08274 0.098 2.930 -2.131
F 8.76305 12.94417 2.39896 -0.800 -1.389 0.369
C 8.07074 18.55339 2.30101 2.399 -0.865 -0.230
C 9.40026 19.01837 2.92348 -1.200 -0.205 0.973
O 9.66030 18.18262 4.13370 -0.446 1.437 -1.398
O 8.27520 17.15337 1.88104 -0.486 1.867 0.339
H 7.95221 19.21137 1.44013 -0.360 -0.203 -0.205
H 7.22649 18.63848 2.98519 0.117 -0.036 0.085
H 9.21319 20.06133 3.17908 0.015 0.069 0.711
H 10.29189 19.07873 2.29941 -0.217 -0.836 -0.381
H 10.38375 18.64748 4.56047 0.392 -0.385 0.429
H 7.57967 17.04149 1.22887 -0.111 -0.888 -0.130
C 5.97859 10.70499 -0.91118 -0.839 0.321 0.066
C 6.71479 9.41799 -1.22657 -0.453 -0.064 -0.667
O 7.10925 8.78396 -0.01561 0.146 0.081 -0.344
O 5.51991 11.35676 -2.08974 1.175 -0.753 -0.504
H 6.58435 11.36044 -0.28544 0.338 0.068 -0.087
H 5.09931 10.47057 -0.31118 -0.007 -0.328 0.308
H 7.53345 9.56039 -1.93200 0.500 0.482 0.282
H 6.08670 8.71976 -1.77982 -0.635 0.150 -0.027
H 7.24535 7.87875 -0.30489 0.200 -0.192 0.533
H 4.79551 11.95853 -1.90344 -0.523 0.281 0.456
C 0.63832 10.23555 -1.67624 -1.039 0.688 -0.657
O 1.08028 11.42694 -1.07317 0.548 -0.226 -0.144
C 2.13719 11.21006 -0.14990 -0.513 0.637 -1.222
C 2.77330 12.59162 0.08327 -0.640 -1.050 -0.560
N 3.38105 13.21358 -1.15983 1.013 -1.918 2.129
C 4.27563 14.30220 -0.79923 -0.562 2.338 -0.712
C 4.45493 15.21382 -2.00942 0.591 -0.078 -0.048
O 3.35470 15.96455 -2.43554 -0.985 0.739 0.161
C 2.13545 15.37010 -2.84425 0.688 -0.560 -0.406
H 0.82797 9.31580 -1.12292 -0.004 0.126 0.319
H 1.03020 10.12353 -2.68717 0.363 -0.052 -0.050
H -0.42857 10.43022 -1.78561 -0.215 -0.688 -0.069
H 2.83282 10.47318 -0.55143 0.440 0.172 -0.226
H 1.65355 10.70916 0.68872 0.423 0.462 0.844
H 3.44168 12.35255 0.91044 0.754 0.942 -0.242
H 1.97008 13.24304 0.42761 0.026 0.127 0.365
H 2.64162 13.56656 -1.75038 0.111 -0.312 0.328
H 5.29706 14.23156 -0.42533 0.152 -1.826 -0.137
H 3.87153 14.91688 0.00510 -0.605 0.268 0.184
H 4.90395 14.67910 -2.84640 -0.247 -0.584 -0.252
H 5.21754 15.96218 -1.79379 -0.100 0.028 0.299
H 1.48840 14.98255 -2.05733 -0.181 0.731 0.562
H 2.31181 14.46122 -3.41952 0.239 0.013 -0.681
H 1.63087 16.10459 -3.47197 -0.128 -0.115 0.188
C 11.61851 12.59288 4.13099 0.948 -0.882 -1.646
O 10.44658 13.23629 4.56257 1.273 0.984 1.120
C 10.12699 12.95829 5.96480 -1.410 0.787 -1.983
C 8.99332 13.98491 6.29738 0.370 -1.893 -0.861
N 9.41863 15.40269 6.16928 -0.100 -1.761 -1.725
C 8.53426 16.25122 6.90088 1.026 -0.591 3.524
C 8.93181 15.96465 8.41768 -2.464 1.806 0.894
O 10.27939 16.20848 8.63919 1.110 0.684 -0.431
C 10.89066 15.67057 9.82117 -1.507 -1.306 -0.710
H 12.52439 12.61333 4.73685 -0.375 0.507 0.761
H 11.96292 12.95200 3.16119 -0.371 0.878 0.026
H 11.49447 11.55035 3.83802 -0.704 -0.477 0.627
H 10.96755 12.97121 6.65862 0.255 0.030 -0.262
H 9.69762 11.97619 5.76677 -0.219 -0.325 1.525
H 8.55409 13.71633 7.25813 0.166 0.346 0.237
H 8.24680 13.70967 5.55236 -0.201 0.516 0.229
H 10.27267 15.38483 6.70815 0.834 0.757 -0.364
H 7.47085 16.05429 6.76490 0.210 0.064 -0.252
H 8.79447 17.30929 6.87119 -0.154 -0.037 -0.930
H 8.52901 15.13145 8.99355 0.356 -1.021 -0.766
H 8.31697 16.73833 8.87757 0.110 0.630 0.626
H 10.25163 15.75258 10.70038 0.125 0.876 0.197
H 11.90837 16.03626 9.95772 -0.358 0.079 -0.185
H 10.83281 14.59591 9.64832 0.854 -0.399 0.188
C -1.18805 20.92488 -2.94716 -0.752 -0.785 1.131
O -1.91009 20.56350 -1.69721 0.964 0.040 -1.587
C -1.04290 20.20738 -0.61647 -0.437 -0.700 -0.584
C -0.21561 18.91161 -0.82897 1.478 0.898 0.422
N 1.11830 19.16629 -1.32987 -0.218 1.120 -2.928
C 1.87118 20.19570 -0.67002 -0.059 -0.818 -0.528
C 3.32012 19.93517 -1.03546 0.278 0.868 1.210
O 3.57727 18.66142 -0.51875 1.784 -1.088 0.556
C 4.96124 18.29067 -0.35067 -0.650 -0.754 0.175
H -0.87032 20.04511 -3.50676 -0.035 -0.277 0.226
H -0.28005 21.49510 -2.75102 -0.139 0.281 0.211
H -1.88919 21.45819 -3.58909 0.020 0.191 0.335
H -1.69960 19.97539 0.22200 -0.110 0.428 0.032
H -0.46107 21.11126 -0.43598 0.347 -0.314 0.539
H -0.76819 18.23261 -1.47837 0.047 -0.109 0.218
H 0.18326 18.46765 0.08312 -2.062 -0.494 1.185
H 1.63524 18.35263 -1.63124 0.011 0.124 0.455
H 1.71686 20.12301 0.40655 0.364 -0.063 0.615
H 1.50051 21.18917 -0.92248 0.369 0.163 -0.397
H 3.98922 20.59817 -0.48698 -0.027 0.644 -0.191
H 3.51099 20.03502 -2.10396 -0.068 -0.191 -0.207
H 5.40541 17.96360 -1.29080 -0.030 0.102 -0.066
H 5.00133 17.48379 0.38106 -0.582 -0.633 -0.403
H 5.67416 18.93287 0.16645 -0.458 1.448 -0.329
C 6.48529 10.74900 6.82576 2.572 2.063 -1.087
O 5.40551 10.04632 6.64674 -5.785 -2.926 1.196
C 4.18340 10.63299 7.16105 -0.103 -1.737 -1.908
C 3.06264 9.49599 7.30899 -0.188 2.412 0.900
N 3.04530 8.94959 8.66443 -0.277 -0.699 1.159
C 1.79562 8.33473 9.29267 0.789 0.829 -0.595
C 1.97083 7.95185 10.84291 -0.981 -0.685 -1.875
O 0.75700 7.34747 11.40070 1.168 1.090 -0.162
C -0.32509 8.26421 11.60019 0.231 -0.646 -1.316
H 6.65035 11.12452 7.83563 0.397 -0.394 0.513
H 6.37734 11.62280 6.18316 0.823 0.605 -0.078
H 7.19507 10.04411 6.39284 1.291 0.792 0.493
H 3.82774 11.30937 6.38380 -0.131 0.172 -0.304
H 4.39025 11.29381 8.00286 -0.185 -0.649 0.655
H 3.00613 8.78595 6.48391 0.836 -0.233 -0.069
H 2.16672 10.08780 7.12146 -0.447 -0.007 0.478
H 3.74369 8.21997 8.66096 0.218 -0.073 0.305
H 1.52956 7.49859 8.64599 -0.291 -0.613 0.593
H 0.97645 9.04345 9.17114 0.121 0.248 0.101
H 2.33706 8.80523 11.41362 -0.203 0.097 0.037
H 2.71495 7.15538 10.84868 -0.008 0.030 0.383
H -1.20046 7.64055 11.78146 0.093 0.158 0.508
H -0.53183 8.74270 10.64290 -0.112 0.375 0.001
H -0.16004 9.03940 12.34849 0.146 -0.223 0.266
```
Positions in Å, forces in eV/Å.

The calculation puts the energy above the lowest of the compared OMol25 structures with the same formula, charge and spin at 85.1 kcal per mole. The value obtained for the electronic energy is -5088.4274 hartree. The calculation puts the HOMO energy at -7.879 eV.

=====

| no. | Kohn-Sham gap (eV) |
| --- | --- |
| 1 | 4.8 |
| 2 | 6.0 |